Entry from the OMol25 dataset: a 8-piece molecular cluster, H17NO7 overall at a distorted geometry (ωB97M-V with the def2-TZVPD basis set).

Geometry as XYZ:
```
25
H17NO7 (ωB97M-V with the def2-TZVPD basis set)
N -1.08 -0.49 -1.68
H -0.93 -0.17 -0.72
H -2.03 -0.72 -1.94
H -0.51 -1.32 -1.77
H -1.94 2.96 -1.74
H -1.13 1.72 -2.15
O -1.05 2.63 -1.83
H 2.19 -5.77 0.77
H 2.45 -4.72 -0.34
O 1.90 -5.45 -0.08
H -1.03 2.54 0.14
H -0.92 2.99 1.60
O -1.51 2.49 1.00
H 1.29 0.56 -0.29
H 1.12 1.78 -1.14
O 1.54 1.48 -0.31
H -0.82 -1.15 1.79
H -1.37 0.50 1.68
O -1.21 -0.38 1.34
H 0.25 -2.80 -0.58
H 0.18 -3.29 0.81
O 0.45 -2.50 0.31
H 1.40 2.86 0.92
H 1.53 2.85 2.46
O 1.25 3.41 1.73
```

Properties
- Charge: 0
- Energy relative to the best compared isomer or geometry (same formula, charge and spin): 20.1 kcal per mole
- Orbital gap: 10.450 eV
- LUMO level: 0.210 eV

These are the Löwdin partial charges, in e, on atoms 1 to 8: number 1, N, carries 0.0393; number 2, H, carries -0.0178; number 3, H, carries 0.0355; number 4, H, carries -0.0049; number 5, H, carries 0.0486; number 6, H, carries 0.0097; number 7, O, carries -0.0583; number 8, H, carries 0.0319

=====

Entry from the OMol25 dataset: H17O9 as an isolated structure at a distorted geometry (ωB97M-V with the def2-TZVPD basis set).

Geometry as XYZ:
```
26
H17O9 (ωB97M-V with the def2-TZVPD basis set)
O 1.89 2.00 2.48
H -3.08 -0.37 -0.83
H -1.27 1.68 -1.10
O 1.33 -1.60 0.28
H 1.29 -0.98 -0.81
O -0.34 -2.51 -1.92
H 0.44 -1.94 -1.70
H -0.61 -2.81 -1.05
O 1.28 -0.29 -1.77
H -1.36 -2.17 1.64
H -1.75 1.40 3.00
O -0.80 2.44 -1.43
H 1.73 1.54 3.29
H 0.56 -0.09 -2.36
O -1.21 -1.43 1.06
H -2.32 0.33 2.17
H -0.23 -1.31 1.02
O -3.44 -1.23 -1.08
H -2.66 -1.73 -0.78
H 2.16 -2.03 0.03
O 3.54 1.67 -0.38
H 3.12 1.21 -1.14
H 3.14 0.99 0.19
O -2.54 1.21 2.49
H 0.16 2.36 -1.40
H 2.58 1.61 1.96
```

Properties
- Charge: -1
- Energy relative to the best compared isomer or geometry (same formula, charge and spin): 39.4 kcal per mole
- Orbital gap: 9.040 eV
- LUMO level: 2.919 eV

These are the Löwdin partial charges, in e, on atoms 1 to 8: number 1, O, carries -0.0398; number 2, H, carries 0.0124; number 3, H, carries 0.0175; number 4, O, carries -0.3107; number 5, H, carries -0.0549; number 6, O, carries -0.1009; number 7, H, carries -0.0155; number 8, H, carries -0.0030

=====

Entry from the OMol25 dataset: H18HeO9Xe as an isolated structure (ωB97M-V with the def2-TZVPD basis set).

Geometry as XYZ:
```
29
H18HeO9Xe (ωB97M-V with the def2-TZVPD basis set)
He 0.15 3.94 -0.85
Xe -0.02 1.28 0.11
O 3.37 2.56 2.01
H 3.37 1.98 1.25
H 4.29 2.79 2.14
O 3.75 1.05 -0.39
H 3.36 0.37 0.18
H 3.66 0.69 -1.27
O 0.96 -2.18 -1.58
H 1.82 -2.60 -1.48
H 0.88 -2.04 -2.52
O -3.19 -1.17 2.26
H -2.30 -1.49 2.42
H -3.07 -0.23 2.08
O -2.48 -2.06 -1.78
H -2.50 -1.88 -2.72
H -1.57 -1.89 -1.53
O -2.65 2.31 -2.07
H -3.27 2.58 -2.75
H -1.93 1.91 -2.56
O -3.20 1.33 0.68
H -2.91 2.17 1.04
H -3.07 1.42 -0.26
O 0.10 -2.48 1.15
H 0.27 -2.69 0.23
H -0.22 -3.30 1.52
O 2.46 -0.73 1.36
H 2.23 -0.39 2.22
H 1.70 -1.25 1.10
```

Properties
- Charge: 0
- Energy relative to the best compared isomer or geometry (same formula, charge and spin): 21.2 kcal per mole
- Orbital gap: 10.074 eV
- LUMO level: -0.313 eV

These are the Löwdin partial charges, in e, on atoms 1 to 8: number 1, He, carries 0.0622; number 2, Xe, carries 0.3495; number 3, O, carries -0.0684; number 4, H, carries -0.0367; number 5, H, carries 0.0324; number 6, O, carries -0.0830; number 7, H, carries -0.0299; number 8, H, carries 0.0401

=====

Entry from the OMol25 dataset: H18KrO9 as an isolated structure (ωB97M-V with the def2-TZVPD basis set).

Geometry as XYZ:
```
28
H18KrO9 (ωB97M-V with the def2-TZVPD basis set)
Kr -19.72 10.33 0.10
O -16.86 12.88 -0.45
H -16.76 12.06 0.03
H -17.77 12.88 -0.74
O -19.17 13.05 -2.55
H -18.63 12.49 -3.11
H -20.00 12.58 -2.47
O -21.68 11.90 -2.46
H -22.10 11.49 -1.71
H -22.12 11.52 -3.22
O -19.38 9.60 -2.80
H -20.25 9.45 -3.16
H -19.07 8.74 -2.54
O -18.88 7.08 2.06
H -19.60 6.68 1.57
H -19.18 7.98 2.24
O -18.35 13.79 2.35
H -19.05 14.07 2.94
H -18.74 13.87 1.48
O -23.18 10.72 -0.02
H -23.85 10.06 -0.22
H -23.67 11.52 0.12
O -22.14 10.34 2.78
H -22.18 9.40 2.64
H -22.11 10.71 1.90
O -17.29 9.66 2.44
H -16.95 8.77 2.57
H -17.63 9.90 3.30
```

Properties
- Charge: 0
- Energy relative to the best compared isomer or geometry (same formula, charge and spin): 22.6 kcal per mole
- Orbital gap: 10.109 eV
- LUMO level: -0.309 eV

These are the Löwdin partial charges, in e, on atoms 1 to 8: number 1, Kr, carries 0.3067; number 2, O, carries -0.0607; number 3, H, carries 0.0181; number 4, H, carries -0.0256; number 5, O, carries -0.0644; number 6, H, carries 0.0360; number 7, H, carries -0.0378; number 8, O, carries -0.0498